(1)
{"formula": "C19H42NOP3RuS", "method": "ωB97M-V/def2-TZVPD", "species": ["Ru", "S", "P", "P", "P", "O", "N", "C", "C", "C", "C", "C", "C", "C", "C", "C", "C", "C", "C", "C", "C", "C", "C", "C", "C", "C", "H", "H", "H", "H", "H", "H", "H", "H", "H", "H", "H", "H", "H", "H", "H", "H", "H", "H", "H", "H", "H", "H", "H", "H", "H", "H", "H", "H", "H", "H", "H", "H", "H", "H", "H", "H", "H", "H", "H", "H", "H", "H"], "xyz": [[-0.060, -0.686, -0.037], [0.554, 3.855, -0.616], [0.503, 0.424, -1.848], [1.850, -1.876, 0.327], [-1.302, -2.263, -1.056], [-0.661, -2.316, 2.572], [-1.989, -2.551, 4.375], [-0.899, 6.165, -0.129], [0.137, 8.250, 0.523], [2.067, 1.290, -1.453], [-2.520, -1.637, -2.282], [0.353, 5.520, -0.121], [-0.415, -3.554, -2.004], [-0.824, 0.763, 1.477], [1.401, 7.650, 0.439], [0.868, -0.453, -3.396], [1.515, 6.303, 0.099], [2.735, -0.911, 1.597], [-1.221, -3.062, 3.388], [-2.421, -3.260, -0.002], [-1.153, -4.567, 3.355], [1.761, -3.519, 1.113], [-0.886, 1.528, -2.298], [-1.005, 7.508, 0.219], [3.058, -2.203, -0.994], [-1.959, 0.238, 0.794], [-1.877, -4.109, 0.433], [-0.583, -4.899, 2.483], [0.052, 9.301, 0.826], [0.229, -3.107, -2.771], [2.244, 2.140, -2.122], [-3.176, -2.476, -2.553], [-0.571, 0.323, 2.443], [-2.160, -5.004, 3.306], [-3.247, -3.640, -0.620], [-2.018, -1.541, 4.478], [-0.587, 2.297, -3.021], [2.608, -2.834, -1.767], [-2.831, -2.639, 0.803], [1.244, 0.242, -4.156], [2.489, 5.839, -0.027], [1.220, -4.231, 0.483], [0.187, -4.186, -1.341], [-0.020, -0.951, -3.790], [2.773, -3.903, 1.294], [1.620, -1.225, -3.218], [2.944, 0.102, 1.234], [-1.305, 2.008, -1.408], [-3.128, -0.845, -1.827], [-1.691, 0.917, -2.724], [2.044, 1.644, -0.416], [-2.413, -3.138, 5.077], [-1.161, -4.187, -2.504], [3.678, -1.406, 1.864], [-0.659, -4.935, 4.263], [0.039, 2.896, 0.273], [-2.522, -0.542, 1.307], [-1.775, 5.586, -0.432], [1.233, -3.421, 2.066], [-1.986, 7.989, 0.249], [3.426, -1.287, -1.458], [3.914, -2.745, -0.575], [-2.524, 0.813, 0.055], [2.304, 8.235, 0.640], [-0.472, 1.786, 1.340], [2.096, -0.845, 2.487], [-2.036, -1.259, -3.190], [2.913, 0.600, -1.525]], "atomic_forces_ev_per_a": [[-1.73, -0.34, 0.91], [1.12, 0.09, -0.13], [0.61, -0.49, -0.71], [2.18, -0.85, 1.19], [-1.60, -1.60, -1.35], [0.15, 0.40, -0.50], [0.51, 0.24, -0.55], [-0.03, -2.43, -0.18], [0.20, 0.40, 0.14], [-0.22, 0.63, -0.16], [0.11, 0.07, 0.04], [-0.40, -0.01, 0.37], [0.08, 0.14, -0.08], [-0.90, -0.31, -0.35], [-0.52, 2.05, 0.58], [0.01, -0.02, 0.03], [-0.04, -2.25, -0.99], [0.08, 0.10, -0.02], [-0.86, 0.04, 0.69], [0.17, 0.11, 0.39], [0.21, -0.10, -0.21], [-0.53, -0.04, 0.13], [0.21, 0.36, 0.19], [-0.03, 2.21, 0.47], [-0.08, 0.20, -0.39], [0.93, 0.60, 1.05], [-0.14, 0.30, -0.04], [-0.09, 0.03, 0.20], [0.02, -0.40, -0.19], [-0.13, -0.18, 0.16], [0.15, -0.22, -0.03], [0.16, 0.29, -0.03], [0.12, 0.11, -0.20], [0.24, 0.13, 0.09], [0.31, 0.09, 0.13], [-0.10, -0.44, 0.15], [-0.04, -0.23, -0.06], [0.06, 0.03, 0.09], [0.05, -0.30, -0.16], [-0.03, -0.06, 0.13], [0.11, 0.14, 0.07], [0.13, 0.06, 0.13], [-0.15, 0.16, -0.18], [0.03, 0.16, 0.05], [-0.13, 0.24, -0.18], [0.06, 0.15, -0.01], [0.06, -0.19, 0.11], [-0.03, -0.05, -0.09], [0.05, -0.21, -0.15], [0.24, 0.13, 0.00], [0.05, -0.09, -0.09], [0.01, 0.09, 0.00], [0.16, 0.12, 0.12], [-0.16, 0.10, -0.03], [-0.14, 0.03, -0.19], [-0.51, 1.22, -0.15], [0.20, 0.09, -0.23], [0.06, 0.35, 0.17], [0.11, -0.02, -0.27], [0.22, -0.16, -0.01], [0.03, -0.18, 0.02], [-0.19, 0.11, 0.06], [0.34, -0.23, 0.05], [-0.24, -0.17, -0.01], [-0.20, -0.10, 0.11], [0.15, -0.05, -0.15], [-0.18, -0.11, 0.19], [-0.28, 0.10, -0.13]], "lowdin_charge": [0.596, 1.197, 0.677, 0.716, 0.713, -0.076, 0.194, 0.065, 0.087, -0.276, -0.228, -0.457, -0.214, -0.204, 0.115, -0.200, 0.068, -0.225, -0.560, -0.203, 0.011, -0.210, -0.238, 0.106, -0.216, -0.168, 0.056, 0.071, 0.169, 0.036, 0.051, 0.074, 0.062, 0.108, 0.077, 0.125, 0.071, 0.052, 0.040, 0.087, 0.155, 0.044, 0.039, 0.047, 0.085, 0.043, 0.033, 0.001, 0.053, 0.054, 0.002, 0.132, 0.083, 0.079, 0.111, -0.025, 0.061, 0.159, 0.029, 0.174, 0.032, 0.083, 0.066, 0.175, -0.001, 0.056, 0.035, 0.046], "gap_ev": [4.994, 2.288], "lumo_energy_ev": [-13.0, -17.0], "multiplicity": 5, "s_squared": 6.03, "charge": 4, "e_homo_ev": [-18.0, -19.3]}

(2)
{"formula": "C3H6N2S", "method": "ωB97M-V/def2-TZVPD", "species": ["S", "N", "N", "C", "C", "C", "H", "H", "H", "H", "H", "H"], "xyz": [[-2.784, 0.348, 0.024], [-0.648, -1.336, -0.145], [0.410, 1.726, -0.184], [-1.226, -0.160, 0.092], [0.724, -0.885, 0.009], [0.127, 0.482, 0.470], [-1.062, -2.216, -0.423], [1.374, 2.014, 0.010], [0.315, 1.634, -1.229], [0.195, 0.661, 1.519], [1.297, -0.836, -0.901], [1.277, -1.432, 0.759]], "atomic_forces_ev_per_a": [[0.59, -0.17, -0.03], [0.08, -0.56, -0.35], [0.59, -0.08, -1.62], [-1.07, 0.74, 0.47], [0.21, -0.02, 0.62], [-0.56, 0.04, -1.09], [0.07, 0.23, 0.01], [-0.48, -0.03, -0.12], [0.11, 0.19, 1.49], [0.06, -0.21, 0.87], [0.15, 0.06, -0.51], [0.25, -0.19, 0.25]], "lowdin_charge": [0.599, 0.023, 0.038, -0.861, -0.110, -0.362, 0.148, 0.079, 0.104, 0.133, 0.105, 0.103], "gap_ev": 8.941, "lumo_energy_ev": 0.7, "charge": 0, "e_homo_ev": -8.2}

Short version: energy above the lowest of the compared OMol25 structures with the same formula, charge and spin = 0.0000 1.2065 eV, in the order given.